Computed, not measured: a cluster of 3 separate species, C18H29N4O6 in total, with wB97M-V/def2-TZVPD.

Output
E_HOMO (eV): -12.444
Net charge: +1
Multiplicity: 1

XYZ file:
```
57
Properties=species:S:1:pos:R:3:forces:R:3:nbo_charge:R:1
C 0.7442 -1.9144 0.9197 0.207 0.525 -1.575 -0.678
C 0.1856 -2.1625 -0.5215 -0.530 -0.656 0.272 0.289
N -0.1331 -3.3467 -0.8768 0.399 1.184 -0.214 -0.553
C 0.0168 -1.0235 -1.5910 0.436 0.042 -0.808 -0.271
N -0.4281 0.2751 -1.0292 -0.464 1.035 0.984 -0.445
C 0.4858 1.2295 -0.9096 0.550 1.426 -1.006 0.831
N 1.0774 1.7407 -2.1544 0.962 -1.784 1.711 -0.626
C 2.4841 1.9807 -1.6703 -1.277 -0.169 1.956 -0.238
C 2.1048 2.7493 -0.3374 1.749 0.713 -1.863 -0.260
N 0.9974 1.9088 0.2428 -0.444 1.231 -2.438 -0.605
C -1.8117 0.5972 -0.6452 -1.357 -0.424 0.876 0.124
C -2.8529 0.1579 -1.5785 -0.045 1.362 2.341 -0.225
C -4.2202 0.5032 -1.2419 1.807 0.337 0.696 -0.174
C -4.5029 1.2521 -0.0273 1.041 -0.192 -0.312 -0.208
C -3.4625 1.6757 0.8905 0.597 -0.963 -2.483 -0.181
C -2.0690 1.3377 0.5689 -2.373 -0.046 -0.686 -0.276
H 1.6109 -2.6092 1.0632 -0.952 0.527 0.052 0.263
H 1.1378 -0.8616 0.9433 -0.464 -0.939 0.466 0.202
H -0.0720 -2.0948 1.6555 0.773 0.225 -0.438 0.259
H -0.4530 -3.3273 -1.8579 -0.073 -0.328 0.458 0.330
H -0.6881 -1.3408 -2.4015 0.723 0.146 0.790 0.232
H 1.0286 -0.8484 -2.0548 -0.966 -0.086 0.341 0.246
H 0.5741 2.6487 -2.1896 0.156 -0.359 -0.507 0.391
H 2.7828 0.9734 -1.2644 0.606 0.845 -1.173 0.209
H 3.1560 2.4759 -2.4012 -0.496 -0.466 0.697 0.259
H 1.7421 3.7415 -0.7284 0.071 -0.637 0.909 0.195
H 2.9977 2.9214 0.3076 -1.082 -0.393 -0.023 0.255
H 0.3646 2.6694 0.5428 -0.379 -1.220 0.820 0.438
H -2.5448 -0.3864 -2.4939 -0.568 0.483 0.757 0.234
H -5.0111 0.2019 -1.9640 0.558 0.368 0.880 0.247
H -5.5614 1.5270 0.1834 1.012 -0.294 -0.127 0.246
H -3.7307 2.2713 1.7920 0.387 -0.579 -0.887 0.251
H -1.3047 1.6984 1.2867 -0.435 -0.680 -0.736 0.230
C 3.8003 -0.7736 -4.2288 -0.170 -0.028 -0.264 -0.255
O 4.6858 -0.7214 -3.1113 -0.074 0.075 0.145 -0.515
C 5.9848 -0.8483 -3.4321 0.296 -0.049 0.129 0.976
O 6.4239 -0.9942 -4.5403 -0.202 0.046 0.138 -0.620
O 6.6968 -0.7830 -2.3038 -0.313 0.041 -0.096 -0.497
C 8.1092 -0.9048 -2.4935 0.479 -0.038 0.033 -0.259
H 2.7833 -0.6607 -3.8527 0.134 0.022 0.205 0.172
H 4.0046 0.0442 -4.9209 0.083 -0.150 -0.050 0.198
H 3.8759 -1.7350 -4.7373 0.102 0.125 -0.064 0.206
H 8.4851 -0.0927 -3.1163 -0.076 -0.133 -0.087 0.196
H 8.3563 -1.8717 -2.9321 -0.059 0.122 -0.109 0.200
H 8.5791 -0.8375 -1.5143 -0.274 0.019 0.037 0.201
C -5.1156 -0.4654 7.3446 -0.185 0.099 0.400 -0.258
O -4.3546 -1.0057 6.2621 0.028 0.034 -0.296 -0.489
C -4.7007 -0.5379 5.0610 0.022 -0.111 0.255 0.978
O -5.5662 0.2685 4.8356 0.178 -0.082 -0.076 -0.640
O -3.9152 -1.1221 4.1451 0.011 -0.008 0.053 -0.496
C -4.1801 -0.7103 2.8070 -0.058 -0.032 -0.153 -0.251
H -4.7462 -0.9171 8.2631 0.145 -0.106 -0.211 0.202
H -4.9799 0.6146 7.4091 -0.115 -0.053 -0.115 0.193
H -6.1713 -0.7145 7.2348 0.056 0.134 -0.091 0.197
H -4.0093 0.3596 2.6932 -0.219 -0.259 0.220 0.181
H -5.1999 -0.9700 2.5183 0.005 0.171 0.048 0.199
H -3.4908 -1.2420 2.1518 0.075 -0.075 0.225 0.190
```
Positions in Å, forces in eV/Å.

=====

Computed, not measured: an isolated molecule of C6H11NO7, with wB97M-V/def2-TZVPD.

Output
E_HOMO (eV): -10.877
ΔE to the lowest compared entry with this formula, charge and spin (kJ/mol): 0.0
SMILES: CCC[C@@H](OOO[N+](=O)[O-])OC(C)=O
Multiplicity: 1

XYZ file:
```
25
Properties=species:S:1:pos:R:3:forces:R:3:nbo_charge:R:1
C -0.0366 0.2301 -3.4585 -0.023 0.103 -0.077 -0.602
C 0.6867 0.0069 -2.1372 0.172 -0.232 0.104 -0.401
C 0.1402 0.8535 -0.9887 -0.169 -0.553 -0.211 -0.438
C 0.7283 0.4448 0.3571 0.413 0.575 -2.055 0.327
O 0.0249 1.0787 1.3722 -1.235 0.391 1.127 -0.217
O -1.3289 0.5978 1.2797 0.284 0.071 0.069 0.008
O -2.1766 1.6605 0.8163 1.318 -0.060 -0.942 -0.095
N -3.0094 1.9745 1.8380 -3.198 0.744 5.035 0.685
O -3.6248 3.0333 1.7959 1.663 -1.285 -1.710 -0.334
O -3.1435 1.1913 2.7751 0.867 0.536 -1.959 -0.343
O 0.6609 -0.9544 0.5256 0.135 -0.121 0.802 -0.517
C 1.4795 -1.3457 1.5466 1.318 -0.136 1.149 0.800
C 1.1513 -2.6355 2.2214 -0.614 -0.659 -0.672 -0.718
O 2.4186 -0.6981 1.9500 -0.621 0.085 -0.639 -0.581
H 0.3801 -0.3867 -4.2582 0.021 0.032 0.104 0.214
H -1.0997 -0.0111 -3.3832 0.047 -0.011 0.085 0.205
H 0.0355 1.2718 -3.7765 0.012 0.022 -0.007 0.203
H 0.6186 -1.0508 -1.8472 -0.053 0.242 -0.139 0.212
H 1.7603 0.2095 -2.2498 -0.131 0.018 -0.062 0.199
H 0.2999 1.9249 -1.1571 0.183 -0.176 0.145 0.222
H -0.9449 0.7262 -0.8960 0.241 -0.125 -0.369 0.215
H 1.7824 0.7488 0.4677 -0.561 0.216 0.213 0.229
H 0.4981 -3.2483 1.6007 -0.072 -0.030 0.093 0.228
H 2.0582 -3.1965 2.4443 0.010 0.242 -0.034 0.246
H 0.6407 -2.4254 3.1616 -0.007 0.111 -0.048 0.253
```
Positions in Å, forces in eV/Å.

=====

Computed, not measured: a structure of composition C35H30Cl2N2O3SiTc, with wB97M-V/def2-TZVPD.

Output
E_HOMO (spin up / spin down) (eV): -7.918 / -7.738
ΔE to the lowest compared entry with this formula, charge and spin (kJ/mol): 98.0
Multiplicity: 2

XYZ file:
```
74
Properties=species:S:1:pos:R:3:forces:R:3:lowdin_spin:R:1
Tc -0.0792 -0.6210 -0.7661 1.056 -2.178 -0.557 0.925
Cl 6.2540 2.9875 0.1007 0.030 0.015 0.007 0.000
C 4.9628 1.8434 -0.0957 0.119 -0.105 0.099 -0.001
C 5.0310 0.6174 0.5881 0.008 0.216 -0.152 0.000
C 4.0387 -0.3087 0.4346 -0.393 -0.143 -0.178 -0.001
Cl 4.1157 -1.7979 1.3008 -0.001 -0.123 0.008 0.000
C 2.8953 -0.0844 -0.4015 0.820 0.946 -0.078 0.000
O 2.0292 -1.0027 -0.5905 -1.632 0.398 0.228 -0.010
C 2.8375 1.2105 -1.0195 0.301 -0.707 0.469 0.000
C 1.6838 1.6179 -1.7334 -0.636 0.028 -0.319 0.003
O 0.5715 1.0541 -1.7461 0.940 0.966 -0.465 0.034
C 3.8941 2.1345 -0.8866 -0.213 0.053 -0.044 0.001
H 5.8727 0.4109 1.2344 -0.010 -0.032 0.005 0.000
H 1.7805 2.5421 -2.3177 -0.111 -0.003 0.005 0.000
H 3.8297 3.0916 -1.3902 0.006 -0.012 0.001 0.000
C -0.3910 -2.3540 0.1942 0.384 -0.234 -0.186 -0.019
C 0.0029 -3.4459 0.5816 -0.615 0.365 0.125 0.065
C 0.5075 -4.7084 1.0047 0.233 -0.244 -0.043 0.007
C -0.2054 -5.5680 1.8438 -0.017 0.128 0.015 0.011
C 0.3414 -6.7817 2.2234 0.024 -0.082 0.017 -0.001
C 1.6008 -7.1549 1.7756 0.030 0.015 -0.043 0.011
C 2.3139 -6.3092 0.9344 0.015 -0.074 0.071 -0.001
C 1.7726 -5.0978 0.5454 -0.087 -0.041 0.050 0.011
H -1.1866 -5.2752 2.1944 0.005 0.018 -0.007 0.001
H -0.2148 -7.4433 2.8749 -0.022 0.013 -0.004 0.000
H 2.0247 -8.1050 2.0737 -0.006 0.005 0.016 0.001
H 3.2967 -6.5984 0.5845 -0.010 0.004 -0.022 0.000
H 2.3123 -4.4374 -0.1183 0.038 0.062 0.005 0.000
N -0.4500 -0.5968 2.7940 0.111 0.234 -0.136 -0.001
C 0.2827 0.4570 2.3819 -0.112 -0.084 0.255 0.000
N 0.5481 1.4211 3.3006 -0.049 -0.056 -0.026 0.000
O 0.7143 0.5717 1.2240 -0.283 -0.269 -0.447 0.001
H -0.9282 -0.5990 3.6755 -0.026 0.017 0.003 0.000
H -0.6859 -1.2965 2.1029 0.000 -0.130 -0.016 -0.001
H 0.2918 1.3204 4.2646 0.063 -0.030 0.014 0.000
H 1.1714 2.1615 3.0389 -0.016 0.029 -0.067 0.000
C -5.5477 -1.3107 2.5046 0.017 0.020 -0.005 0.000
C -4.9698 -2.0647 1.4933 -0.044 -0.067 0.014 0.000
C -3.9321 -1.5357 0.7382 0.106 0.037 -0.078 -0.001
C -3.4566 -0.2444 0.9688 0.267 -0.195 -0.302 -0.005
C -4.0454 0.4950 1.9960 0.035 0.068 0.001 -0.001
C -5.0792 -0.0281 2.7588 -0.016 -0.026 0.027 0.000
Si -2.1196 0.5905 -0.1000 -0.660 1.017 0.815 -0.011
C -3.0816 1.6880 -1.3314 0.215 -0.287 -0.059 0.000
C -4.4757 1.7437 -1.3191 0.026 -0.180 0.044 -0.001
C -5.1643 2.6646 -2.0956 -0.059 0.067 -0.013 0.000
C -4.4713 3.5508 -2.9068 -0.036 -0.040 0.005 -0.001
C -3.0850 3.5049 -2.9382 0.000 0.002 -0.076 0.000
C -2.4025 2.5850 -2.1575 0.081 -0.010 -0.041 -0.001
H -6.3602 -1.7201 3.0916 0.010 -0.002 0.006 0.000
H -5.3308 -3.0666 1.2949 0.020 0.005 -0.009 0.000
H -3.4725 -2.1356 -0.0413 -0.042 -0.046 0.034 0.000
H -3.6924 1.5023 2.1923 -0.014 -0.005 0.020 0.000
H -5.5206 0.5651 3.5504 -0.014 -0.001 -0.009 0.000
H -1.6758 1.6706 0.8525 0.185 -0.228 -0.124 -0.001
H -5.0332 1.0622 -0.6862 -0.016 0.018 -0.020 0.000
H -6.2467 2.6989 -2.0591 0.013 -0.026 -0.006 0.000
H -5.0112 4.2718 -3.5082 0.023 -0.009 -0.009 0.000
H -2.5355 4.1835 -3.5798 0.006 0.007 0.028 0.000
H -1.3201 2.5711 -2.1871 0.025 -0.032 -0.031 0.000
C -0.6645 -1.6314 -2.5790 -0.393 0.702 0.714 -0.016
C -1.4766 -0.8470 -3.5555 0.017 0.010 -0.308 0.006
C -0.8647 -0.0789 -4.5469 0.018 -0.006 0.066 -0.001
C -1.6129 0.5522 -5.5276 0.010 0.055 0.004 0.000
C -2.9945 0.4316 -5.5347 -0.043 0.077 -0.041 -0.001
C -3.6205 -0.3114 -4.5453 -0.035 0.073 0.062 0.000
C -2.8690 -0.9400 -3.5667 0.065 -0.021 0.086 -0.001
H 0.3133 -1.8556 -3.0215 0.237 0.085 0.321 -0.001
H -1.1529 -2.5830 -2.3806 0.052 -0.002 0.260 0.001
H 0.2172 0.0000 -4.5620 -0.005 -0.002 0.006 0.000
H -1.1147 1.1325 -6.2951 -0.007 -0.014 0.007 0.000
H -3.5807 0.9133 -6.3069 0.004 0.015 0.018 0.000
H -4.6998 -0.3951 -4.5325 0.002 -0.019 0.001 0.000
H -3.3661 -1.5265 -2.8003 0.003 -0.005 -0.010 0.000
```
Positions in Å, forces in eV/Å.